{
  "formula": "C5H8N",
  "method": "wB97M-V/def2-TZVPD",
  "species": ["C", "C", "C", "C", "C", "N", "H", "H", "H", "H", "H", "H", "H", "H"],
  "positions_angstrom": [[1.882599, -0.487982, 0.214294], [0.910186, -1.072759, -0.485792], [0.380625, 1.183128, -0.617014], [1.073903, 0.671198, 0.570289], [-1.389935, -0.471978, 0.359188], [-0.147944, -0.043301, -0.262099], [2.854786, -0.571075, 0.494785], [0.892176, -1.775710, -1.247198], [-0.289672, 2.006535, -0.602407], [0.875200, 1.141096, -1.569663], [0.663165, 0.741103, 1.518144], [-2.045582, -0.938406, -0.488920], [-1.130566, -1.421123, 0.848082], [-1.928577, 0.202518, 0.959070]],
  "forces_ev_per_angstrom": [[-2.4, -0.4, -0.9], [1.5, 1.2, 0.9], [0.3, 2.8, -1.7], [-1.9, -0.5, -1.0], [-0.7, -3.4, -2.6], [0.8, -2.4, 1.1], [2.7, -0.9, 0.2], [-0.5, -1.5, -1.0], [-0.6, 0.7, 0.6], [0.6, 0.2, -0.1], [-0.3, 1.2, 2.0], [0.8, 1.5, 1.3], [-0.1, 0.6, 0.7], [-0.3, 1.1, 0.6]],
  "lowdin_charge": [0.070, 0.042, -0.032, 0.025, 0.031, -0.155, 0.103, 0.120, 0.145, 0.151, 0.142, 0.153, 0.111, 0.093],
  "homo_energy_ev": -15.00,
  "max_force_ev_per_a": 4.34,
  "spin_multiplicity": 1,
  "charge": 1
}

{
  "formula": "C11H16ClO5PSn",
  "method": "wB97M-V/def2-TZVPD",
  "species": ["Cl", "C", "C", "C", "H", "C", "C", "H", "H", "H", "C", "Sn", "C", "C", "O", "O", "H", "H", "H", "C", "O", "P", "O", "C", "O", "C", "H", "H", "H", "H", "H", "H", "H", "H", "H"],
  "positions_angstrom": [[-0.488299, 0.857714, -2.490886], [-2.457060, -2.372367, -1.183766], [-1.759561, -2.972362, -0.077810], [-0.341258, -3.029835, -0.389425], [-2.220212, -3.311285, 0.872758], [-0.168747, -2.487580, -1.727378], [-1.484088, -2.061899, -2.226470], [-1.652240, -1.553981, -3.179269], [-3.541045, -2.175145, -1.261607], [0.471487, -3.430585, 0.241060], [1.135683, -2.316252, -2.474032], [-0.745029, -0.679825, -0.568265], [-1.020203, -0.829088, 1.932197], [-2.275257, 1.008948, 0.001605], [-1.110751, -0.829498, 3.069624], [-2.897794, 1.959367, 0.111605], [1.958219, -2.126980, -1.769773], [1.047765, -1.481993, -3.181518], [1.328182, -3.253475, -3.014935], [-0.306128, 2.513447, 2.869675], [0.913193, 2.217775, 2.196197], [0.665150, 1.212515, 0.917205], [1.119862, 2.250949, -0.237225], [0.533010, 3.624411, -0.134147], [1.720678, 0.066434, 1.359975], [2.837019, -0.088905, 0.532306], [-0.772113, 1.576414, 3.221877], [-0.990663, 3.043590, 2.176471], [-0.055729, 3.166290, 3.738899], [-0.566006, 3.609694, -0.265268], [0.793485, 4.028554, 0.856928], [0.996082, 4.266574, -0.924669], [2.491325, -0.116508, -0.512245], [3.513464, 0.766999, 0.717548], [3.327579, -1.052111, 0.802758]],
  "forces_ev_per_angstrom": [[0.0, -0.3, 1.1], [0.6, -0.1, -0.2], [-0.1, 0.1, -0.1], [-0.9, 0.3, 0.7], [0.4, 0.3, -0.9], [0.0, 0.5, -1.2], [0.0, -1.1, 1.0], [0.0, -0.4, 0.4], [0.8, -0.2, 0.1], [-0.6, 0.2, -0.5], [-0.4, -0.3, 0.2], [0.5, 1.5, -0.6], [-0.8, -0.7, 3.6], [-3.0, 2.8, 0.1], [0.3, 0.0, -2.9], [1.9, -2.7, -0.2], [-0.1, -0.2, -0.3], [0.1, -0.3, 0.1], [0.1, 0.3, 0.0], [-0.9, 0.8, 1.1], [-1.1, -1.9, -1.1], [2.8, 2.4, 0.6], [-0.5, -0.8, 0.6], [0.5, 0.6, -0.1], [-2.0, 0.9, -0.1], [2.1, -0.6, -0.7], [0.1, 0.6, 0.1], [0.2, -0.1, 0.6], [-0.3, -0.6, -0.7], [0.6, -0.2, -0.1], [-0.1, -0.1, -0.6], [-0.3, -1.0, 0.6], [0.6, 0.0, 0.0], [-0.1, -0.6, -0.4], [-0.3, 0.8, -0.2]],
  "lowdin_charge": [0.250, -0.096, -0.126, -0.076, 0.146, -0.412, -0.158, 0.124, 0.149, 0.158, -0.021, 0.972, -0.044, -0.069, 0.208, 0.219, 0.087, 0.078, 0.120, -0.105, -0.253, 0.735, -0.345, -0.028, -0.323, -0.103, 0.070, 0.086, 0.131, 0.084, 0.094, 0.126, 0.073, 0.123, 0.125],
  "homo_energy_ev": -16.73,
  "max_force_ev_per_a": 4.12,
  "spin_multiplicity": 1,
  "charge": 2
}